No. 1
DFT (wB97M-V/def2-TZVPD) results for a structure of composition C19H39AlBrN2O5 at a distorted geometry.

Values from the calculation:
- Total charge: -1
- E_HOMO: -4.2 eV

The geometry in XYZ format:
```
67
C19H39AlBrN2O5 | the Open Molecules 2025 dataset | wB97M-V/def2-TZVPD
C 0.11 -3.34 1.35
C -1.02 -3.39 0.18
C -1.46 -1.87 -0.16
O -2.11 -1.32 1.01
C -2.96 -0.17 0.66
Al -1.88 1.60 0.55
C -2.69 2.98 1.83
C -3.04 2.44 3.30
C -2.07 1.30 3.86
Br -0.30 2.02 4.51
C 0.09 1.37 1.05
C 1.07 1.07 -0.18
C 2.06 2.33 -0.43
C 3.44 1.82 -1.11
C 4.75 2.55 -0.54
C 5.63 1.63 0.45
O 6.83 1.07 -0.19
C 6.42 -0.06 -0.97
C 6.15 -1.48 -0.30
O 6.28 0.14 -2.20
C -2.19 2.34 -1.36
C -1.78 1.33 -2.52
C -0.63 1.76 -3.59
N -2.32 0.14 -2.71
H 0.27 -4.39 1.81
H 1.11 -2.99 0.92
H -0.19 -2.61 2.19
H -0.50 -3.89 -0.72
H -1.91 -4.02 0.53
H -0.56 -1.27 -0.50
H -2.26 -1.96 -0.98
H -3.62 -0.35 -0.26
H -3.66 -0.03 1.57
H -2.05 3.95 1.83
H -3.70 3.31 1.36
H -2.94 3.35 4.02
H -4.11 2.07 3.43
H -2.57 0.89 4.82
H -1.93 0.40 3.18
H 0.13 0.58 1.88
H 0.41 2.36 1.55
H 0.57 0.69 -1.13
H 1.77 0.21 0.17
H 1.55 3.13 -1.07
H 2.34 2.85 0.56
H 3.50 0.68 -1.09
H 3.36 2.12 -2.22
H 5.45 2.86 -1.39
H 4.45 3.51 0.01
H 6.02 2.31 1.29
H 5.03 0.75 0.90
H 6.49 -1.54 0.79
H 5.00 -1.65 -0.32
H 6.67 -2.27 -0.96
H -3.30 2.57 -1.52
H -1.59 3.31 -1.56
H -0.66 1.14 -4.55
H 0.39 1.66 -3.10
H -0.82 2.87 -3.85
H -1.88 -0.33 -3.53
C -5.55 -5.46 -0.95
N -4.17 -4.91 -0.92
O -4.06 -3.70 -0.96
O -3.26 -5.71 -0.87
H -6.26 -4.64 -1.00
H -5.64 -6.10 -1.83
H -5.69 -6.04 -0.03
```


No. 2
DFT (wB97M-V/def2-TZVPD) results for a cluster of 7 separate species, C19H39Br12O4S in total at a distorted geometry.

Values from the calculation:
- Total charge: -1
- E_HOMO: -5.1 eV

The geometry in XYZ format:
```
75
C19H39Br12O4S | the Open Molecules 2025 dataset | wB97M-V/def2-TZVPD
C -1.78 1.02 4.69
O -2.73 0.06 4.21
C -2.84 0.09 2.78
C -1.71 -0.71 1.99
C -1.09 -1.94 2.76
C 0.48 -2.14 2.51
C 1.33 -0.80 2.72
C 2.84 -1.13 3.19
S 3.60 0.46 3.82
O 5.06 0.54 3.44
O 2.84 1.60 3.17
O 3.41 0.55 5.44
H -2.18 2.07 4.58
H -1.63 0.78 5.80
H -0.75 0.95 4.22
H -3.88 -0.27 2.48
H -2.79 1.18 2.43
H -2.21 -1.14 1.06
H -0.96 0.04 1.60
H -1.24 -1.94 3.88
H -1.59 -2.89 2.37
H 0.68 -2.56 1.47
H 0.85 -2.90 3.28
H 0.92 -0.10 3.50
H 1.38 -0.24 1.73
H 3.47 -1.48 2.32
H 2.79 -1.91 4.00
Br -1.73 0.44 -1.46
C -1.97 -0.90 -2.85
C -3.42 -1.26 -3.03
Br -4.03 -2.44 -1.60
H -1.34 -1.75 -2.58
H -1.57 -0.44 -3.76
H -3.57 -1.83 -3.95
H -4.08 -0.40 -3.03
Br -7.84 -0.08 -3.25
C -8.98 -1.05 -2.00
C -8.18 -2.00 -1.15
Br -7.67 -3.60 -2.14
H -9.74 -1.55 -2.60
H -9.45 -0.28 -1.39
H -8.77 -2.36 -0.31
H -7.26 -1.56 -0.77
Br 1.39 2.15 -2.33
C 1.02 3.42 -3.77
C -0.46 3.69 -3.89
Br -1.37 2.22 -4.79
H 1.47 3.01 -4.67
H 1.56 4.33 -3.48
H -0.63 4.56 -4.53
H -0.95 3.84 -2.94
Br 5.71 -3.20 9.11
C 5.28 -2.01 7.63
C 3.79 -1.79 7.52
Br 2.91 -3.32 6.71
H 5.72 -2.44 6.74
H 5.79 -1.07 7.86
H 3.58 -0.95 6.85
H 3.31 -1.61 8.48
Br 4.88 3.89 -6.52
C 5.55 5.31 -5.37
C 4.54 5.70 -4.33
Br 3.12 6.80 -5.08
H 5.83 6.14 -6.03
H 6.45 4.90 -4.91
H 5.00 6.32 -3.56
H 4.06 4.84 -3.85
Br 1.17 -3.42 -2.97
C 0.72 -3.16 -4.85
C 1.72 -2.24 -5.52
Br 1.39 -0.38 -5.04
H -0.30 -2.78 -4.88
H 0.76 -4.15 -5.29
H 1.60 -2.28 -6.60
H 2.75 -2.46 -5.26
```


No. 3
DFT (wB97M-V/def2-TZVPD) results for an isolated molecule of C19H39NO6S3 at a distorted geometry.

Values from the calculation:
- Total charge: 0
- E_HOMO: -8.8 eV

The geometry in XYZ format:
```
68
C19H39NO6S3 | the Open Molecules 2025 dataset | wB97M-V/def2-TZVPD
C -1.13 -3.30 2.17
C -1.63 -1.87 2.06
C -1.15 -1.13 0.82
C -1.39 0.40 0.92
C -0.14 1.22 1.32
C 0.83 0.38 2.20
C 1.99 -0.30 1.43
C 3.25 0.53 1.48
C 4.52 -0.17 0.99
C 4.62 -1.67 1.27
N 5.85 -2.25 0.68
O 0.68 1.89 0.34
S 0.68 1.69 -1.27
O 1.98 1.19 -1.57
O -0.28 0.38 -1.58
C -1.67 0.81 -1.64
C -2.43 -0.03 -2.65
C -1.54 -0.47 -3.81
C -1.27 -1.96 -3.88
C -0.71 -2.53 -2.58
S 1.06 -2.54 -2.45
O 1.57 -3.79 -2.90
O 1.42 -2.19 -1.11
O 1.51 -1.34 -3.38
C -2.30 0.86 -0.23
C -3.07 2.16 0.02
S -2.11 3.69 -0.16
C -2.00 4.34 1.53
C -2.67 5.70 1.68
H -1.34 -3.65 3.17
H -0.06 -3.39 2.02
H -1.67 -3.96 1.51
H -1.44 -1.32 2.97
H -2.72 -1.92 1.99
H -0.14 -1.38 0.52
H -1.79 -1.46 0.01
H -2.05 0.49 1.77
H -0.48 1.99 1.99
H 0.28 -0.29 2.84
H 1.29 1.11 2.86
H 2.13 -1.27 1.90
H 1.66 -0.50 0.41
H 3.12 1.42 0.88
H 3.42 0.88 2.49
H 4.71 0.03 -0.06
H 5.35 0.29 1.52
H 4.71 -1.81 2.34
H 3.77 -2.19 0.85
H 6.62 -1.62 0.91
H 5.78 -2.16 -0.33
H -1.66 1.82 -2.04
H -3.20 0.62 -3.06
H -2.97 -0.84 -2.17
H -0.61 0.07 -3.85
H -2.06 -0.21 -4.73
H -2.20 -2.48 -4.09
H -0.60 -2.22 -4.70
H -1.05 -1.97 -1.72
H -1.02 -3.56 -2.43
H 2.09 -0.80 -2.81
H -3.08 0.11 -0.22
H -3.44 2.12 1.04
H -3.93 2.22 -0.63
H -2.48 3.65 2.21
H -0.97 4.38 1.84
H -2.32 6.37 0.89
H -3.74 5.58 1.59
H -2.42 6.14 2.63
```


| no. | Kohn-Sham gap (eV) | calculated total energy (eV) | LUMO level (eV) |
| --- | --- | --- | --- |
| 1 | 6.47 | -110186.99610 | 2.261 |
| 2 | 6.69 | -879871.50752 | 1.553 |
| 3 | 9.20 | -66615.16534 | 0.374 |